This record from OMol25 describes a structure of composition C23H32BF4I2N2OPtSi3. The level of theory is wB97M-V/def2-TZVPD.

```
69
Properties=species:S:1:pos:R:3:forces:R:3
Pt -0.309 0.358 0.166 -0.93 1.27 -1.08
I -1.830 -3.177 4.035 -0.02 0.05 -0.02
C -2.499 -1.244 3.634 -0.20 0.03 0.11
C -3.427 -0.633 4.488 0.22 -0.05 -0.20
C -3.893 0.629 4.228 -0.11 0.07 0.05
I -5.313 1.448 5.534 0.03 -0.01 -0.02
C -3.430 1.352 3.101 0.09 0.04 -0.11
C -3.833 2.662 2.752 0.00 -0.02 0.04
C -3.304 3.280 1.657 -0.07 0.05 -0.02
C -2.348 2.605 0.886 0.16 0.12 -0.04
N -1.965 1.385 1.167 0.18 -0.77 0.15
C -2.484 0.731 2.252 -0.11 0.24 -0.05
C -2.014 -0.627 2.473 0.35 -0.20 -0.45
O -1.226 -1.172 1.631 -0.39 -0.51 1.01
H -3.773 -1.167 5.362 -0.01 -0.03 0.00
H -4.553 3.176 3.375 0.00 -0.01 -0.01
H -3.593 4.288 1.389 0.06 -0.06 0.03
H -1.860 3.090 0.046 -0.05 -0.07 0.05
C 1.360 2.655 -1.481 0.13 0.28 0.14
Si 1.535 0.918 -2.147 0.15 -0.06 -0.01
C 3.206 0.813 -3.005 0.25 -0.12 -0.15
C 0.296 0.778 -3.557 -0.26 -0.15 -0.18
C 1.384 -0.423 -0.862 -0.70 0.46 0.46
Si 2.774 -0.556 0.376 0.14 -0.14 -0.16
C 2.192 -1.148 2.046 -0.17 -0.08 0.22
C 4.025 -1.807 -0.277 0.27 -0.15 -0.12
C 3.700 1.041 0.635 0.05 0.32 0.11
Si 0.693 -2.014 -1.415 0.09 -0.10 -0.08
C 1.468 -2.758 -2.953 0.16 -0.13 -0.22
C 0.579 -3.356 -0.129 0.02 -0.12 0.34
C -1.137 -1.675 -1.822 -0.16 -0.01 -0.17
C -2.003 -2.574 -2.448 0.12 0.17 0.00
C -3.343 -2.263 -2.580 -0.07 -0.02 -0.04
C -3.805 -1.049 -2.091 -0.01 -0.04 -0.07
C -2.907 -0.196 -1.485 -0.02 0.17 -0.04
N -1.614 -0.498 -1.362 0.78 -0.23 0.83
H 1.342 3.366 -2.319 0.05 -0.08 0.09
H 2.178 2.932 -0.806 -0.15 0.00 -0.15
H 0.439 2.785 -0.905 0.06 0.02 -0.09
H 3.284 1.569 -3.797 0.01 -0.10 0.08
H 3.336 -0.178 -3.464 0.02 0.16 0.03
H 4.034 0.968 -2.306 -0.09 -0.04 -0.14
H 0.628 1.427 -4.378 -0.05 -0.08 0.10
H -0.705 1.100 -3.251 0.13 -0.02 -0.06
H 0.211 -0.245 -3.951 -0.01 0.24 0.02
H 1.911 -2.207 2.036 0.03 0.17 0.04
H 1.323 -0.576 2.387 0.09 -0.08 0.02
H 2.989 -1.000 2.784 -0.06 -0.05 -0.09
H 3.574 -2.797 -0.425 0.12 0.16 0.02
H 4.860 -1.921 0.430 -0.14 0.00 -0.15
H 4.439 -1.475 -1.241 -0.07 -0.09 0.20
H 3.034 1.844 0.974 0.17 -0.14 -0.06
H 4.222 1.377 -0.266 -0.04 0.01 0.14
H 4.448 0.884 1.422 -0.05 0.02 -0.09
H 2.535 -2.949 -2.772 -0.20 0.02 -0.05
H 1.390 -2.088 -3.817 0.05 -0.13 0.10
H 0.996 -3.715 -3.212 0.08 0.11 0.00
H 1.566 -3.700 0.206 -0.19 0.02 -0.08
H 0.039 -4.215 -0.546 0.05 0.05 0.07
H 0.024 -2.984 0.744 0.08 -0.10 -0.16
H -1.614 -3.518 -2.815 -0.02 0.08 0.05
H -4.027 -2.958 -3.055 0.01 0.02 0.02
H -4.847 -0.769 -2.164 0.03 0.01 -0.01
H -3.217 0.761 -1.088 0.00 -0.02 0.07
F -0.258 3.718 2.718 0.52 -0.25 -0.14
B 0.983 3.113 2.419 0.04 0.35 0.11
F 1.701 2.797 3.580 -0.34 0.13 -0.55
F 1.742 3.924 1.546 -0.36 -0.39 0.41
F 0.691 1.859 1.714 0.27 -0.19 -0.05
```
Forces are in eV/Å.

Properties
Total charge = -1
Gap between HOMO and LUMO (spin up / spin down) = 6.9 / 6.9 eV
LUMO energy (spin up / spin down) = 0.077 / 0.077 Ha
Electronic energy = -84037.4956 eV
HOMO energy (spin up / spin down) = -4.8025 / -4.7880 eV

---

This record from OMol25 describes a structure of composition C23H32BeN6O2P2. The level of theory is wB97M-V/def2-TZVPD.

```
66
Properties=species:S:1:pos:R:3:forces:R:3
Be 0.001 0.038 -0.057 0.05 -0.39 0.15
C 1.463 3.865 0.715 -0.01 0.03 -0.02
C 0.306 4.543 0.350 0.00 -0.02 0.01
C -0.772 3.835 -0.163 -0.02 0.00 -0.03
C -0.680 2.451 -0.289 -0.03 -0.02 0.00
C 0.466 1.724 0.094 -0.08 0.01 -0.03
C 1.530 2.479 0.588 0.06 -0.06 -0.05
C -1.783 1.613 -0.825 0.06 -0.12 0.05
C -2.869 2.100 -1.579 0.01 0.08 0.04
C -3.781 1.219 -2.080 -0.05 -0.02 -0.03
C -3.651 -0.169 -1.828 -0.01 0.05 -0.02
C -4.554 -1.128 -2.340 -0.05 0.03 -0.02
C -4.378 -2.456 -2.071 0.01 -0.03 0.00
C -3.305 -2.873 -1.256 -0.01 -0.01 0.00
C -2.413 -1.966 -0.748 0.06 0.03 0.05
C -2.561 -0.595 -1.046 0.09 0.05 0.10
N -1.635 0.309 -0.579 -0.05 0.21 -0.19
H 2.316 4.420 1.088 -0.03 -0.01 0.00
H 0.249 5.619 0.457 0.00 -0.04 -0.01
H -1.674 4.365 -0.446 0.05 0.00 0.00
H 2.465 1.994 0.868 -0.04 0.08 -0.04
H -2.948 3.158 -1.788 -0.01 -0.04 0.03
H -4.611 1.570 -2.683 0.05 -0.02 0.02
H -5.385 -0.791 -2.947 0.03 -0.01 0.01
H -5.064 -3.190 -2.472 0.01 0.02 0.03
H -3.193 -3.925 -1.024 0.00 0.02 -0.01
H -1.602 -2.277 -0.099 -0.02 -0.01 -0.03
C 2.165 -1.297 -4.574 -0.02 -0.05 0.16
N 0.746 -1.625 -4.436 0.00 0.01 -0.04
C 0.602 -3.065 -4.227 0.07 0.06 0.14
N 1.370 -3.560 -3.078 -0.02 -0.02 -0.10
C 2.773 -3.187 -3.259 -0.06 0.06 0.05
N 2.974 -1.748 -3.433 -0.02 -0.03 -0.10
C 2.661 -1.012 -2.220 -0.14 0.00 0.10
P 0.878 -1.223 -1.713 0.06 0.04 -0.31
C 0.113 -0.860 -3.374 0.08 -0.03 0.16
C 0.826 -3.087 -1.815 -0.01 0.17 -0.01
H 2.278 -0.218 -4.691 0.00 0.01 -0.01
H 2.546 -1.785 -5.471 0.00 -0.01 0.00
H 0.961 -3.577 -5.119 0.01 -0.01 -0.02
H -0.452 -3.306 -4.085 -0.02 -0.01 -0.01
H 3.144 -3.691 -4.151 0.00 -0.01 -0.02
H 3.354 -3.535 -2.403 0.00 0.01 0.01
H 2.866 0.051 -2.359 0.00 0.02 -0.02
H 3.307 -1.369 -1.411 0.03 0.02 0.01
H 0.211 0.210 -3.572 -0.01 0.03 -0.03
H -0.953 -1.094 -3.329 -0.01 -0.01 -0.01
H -0.209 -3.420 -1.714 0.02 -0.01 -0.01
H 1.393 -3.513 -0.984 0.02 -0.02 0.01
N 3.277 -1.556 2.920 0.09 0.12 -0.06
C 2.619 -0.306 2.388 -0.02 -0.02 0.04
P 0.814 -0.605 2.634 -0.32 -0.18 -0.02
O 0.776 -1.639 3.711 -0.03 0.12 -0.13
O 0.096 -0.874 1.331 0.18 -0.05 0.10
C 0.036 0.899 3.335 -0.06 0.03 0.07
N -1.323 0.419 3.795 0.16 -0.03 -0.07
H 4.134 -1.366 3.437 0.06 0.04 -0.03
H 3.498 -2.223 2.181 0.01 -0.02 -0.03
H 2.574 -1.997 3.552 -0.14 -0.05 0.09
H 2.874 -0.136 1.345 0.10 -0.09 0.03
H 2.959 0.538 2.985 0.01 0.01 -0.04
H -0.084 1.685 2.591 -0.06 0.03 0.04
H 0.573 1.265 4.208 -0.01 0.02 0.03
H -1.914 0.205 2.988 -0.04 0.01 -0.04
H -1.806 1.104 4.377 0.00 0.08 0.01
H -1.212 -0.452 4.329 0.03 -0.03 0.07
```
Forces are in eV/Å.

Properties
Total charge = +2
Gap between HOMO and LUMO = 7.3 eV
LUMO energy = -0.208 Ha
Electronic energy = -56375.9155 eV
HOMO energy = -12.9606 eV

---

This record from OMol25 describes a cluster of 5 separate species, C23H32ClF5NO13 in total. The level of theory is wB97M-V/def2-TZVPD.

```
75
Properties=species:S:1:pos:R:3:forces:R:3
C 4.111 -2.695 2.583 0.01 -0.09 0.06
C 4.182 -1.552 1.577 -0.16 0.12 -0.06
C 5.554 -1.557 0.852 0.00 -0.09 -0.10
C 3.006 -1.712 0.575 0.06 -0.07 -0.04
C 2.335 -0.404 0.133 -0.13 0.08 0.08
Cl 1.951 -0.554 -1.650 0.11 0.00 -0.02
C 0.969 -0.139 0.808 -0.02 0.05 0.12
C 0.759 -0.767 2.183 -0.07 0.03 0.09
F -0.280 -0.077 2.830 0.21 -0.14 -0.22
C 3.323 0.757 0.237 -0.09 0.02 -0.03
C 3.864 1.027 1.651 -0.09 -0.01 -0.04
C 2.904 1.876 2.493 0.00 0.06 0.08
C 5.214 1.783 1.560 0.05 0.02 -0.10
N 4.034 -0.279 2.344 0.39 0.04 -0.13
O 4.654 -0.222 3.453 -0.14 -0.02 0.13
H 3.297 -2.529 3.292 0.02 -0.04 -0.04
H 3.916 -3.628 2.047 0.10 0.05 0.01
H 5.040 -2.795 3.141 -0.08 0.05 0.02
H 6.153 -0.690 1.121 0.00 -0.04 0.04
H 6.129 -2.442 1.132 -0.07 0.04 -0.05
H 5.443 -1.566 -0.234 0.01 0.05 0.06
H 3.406 -2.211 -0.307 -0.05 -0.01 0.07
H 2.254 -2.388 0.987 0.05 0.05 0.00
H 0.187 -0.522 0.157 -0.05 0.00 -0.04
H 0.814 0.940 0.897 0.01 -0.08 -0.01
H 1.639 -0.710 2.828 -0.07 0.02 -0.04
H 0.446 -1.811 2.100 -0.01 0.09 0.05
H 4.153 0.538 -0.438 -0.01 -0.01 0.07
H 2.848 1.673 -0.127 0.06 -0.08 -0.03
H 2.001 1.344 2.784 0.01 0.08 -0.04
H 2.622 2.769 1.929 0.03 -0.05 0.04
H 3.410 2.200 3.404 -0.05 -0.10 -0.01
H 6.018 1.200 2.004 -0.04 0.03 0.03
H 5.477 2.007 0.523 -0.02 -0.03 0.06
H 5.169 2.727 2.104 -0.02 -0.05 -0.04
C -3.264 -0.469 1.199 0.01 0.00 0.16
C -3.985 0.442 0.230 0.04 -0.09 0.00
O -3.107 0.462 -0.881 -0.16 -0.06 -0.09
C -2.391 -0.693 -0.875 0.09 0.03 0.08
O -1.727 -1.080 -1.778 0.06 -0.01 -0.02
O -2.534 -1.328 0.310 0.01 0.05 -0.06
F -4.111 1.710 0.720 0.10 0.04 0.02
H -2.563 0.097 1.814 0.00 0.01 0.03
H -3.919 -1.055 1.834 0.00 -0.08 -0.08
H -4.961 0.088 -0.097 -0.08 0.14 0.08
C -6.300 -2.620 -4.080 0.01 0.03 -0.03
C -4.919 -2.810 -3.479 0.00 0.01 0.06
O -4.943 -1.913 -2.382 0.00 -0.12 0.16
C -6.235 -1.704 -2.018 -0.02 0.00 -0.12
O -6.572 -1.167 -1.015 0.01 0.05 0.01
O -7.071 -2.204 -2.948 -0.03 0.01 -0.02
F -3.934 -2.452 -4.328 -0.03 0.08 -0.03
H -6.275 -1.817 -4.819 0.03 -0.03 -0.03
H -6.730 -3.519 -4.508 -0.03 -0.02 0.07
H -4.713 -3.814 -3.106 0.07 0.00 -0.07
C 1.022 0.459 -4.981 -0.04 -0.10 0.00
C 1.994 -0.016 -6.044 -0.01 0.10 -0.04
O 1.383 0.419 -7.240 0.13 0.09 -0.02
C 0.556 1.465 -6.952 -0.04 -0.07 0.06
O 0.050 2.165 -7.760 -0.04 0.01 -0.05
O 0.417 1.589 -5.614 -0.03 0.01 0.03
F 2.119 -1.365 -6.071 -0.09 -0.04 0.00
H 0.266 -0.306 -4.794 0.03 -0.03 0.03
H 1.491 0.753 -4.048 0.00 0.13 -0.02
H 2.993 0.419 -5.979 0.03 -0.10 0.03
C -4.681 3.640 4.113 0.02 0.03 0.02
C -3.371 3.674 3.347 -0.03 -0.08 -0.03
O -2.740 2.482 3.772 0.00 -0.07 -0.16
C -3.695 1.607 4.186 -0.06 0.15 -0.08
O -3.516 0.455 4.382 0.02 -0.14 0.06
O -4.885 2.239 4.304 -0.01 0.00 0.06
F -2.600 4.733 3.694 0.01 0.01 0.09
H -4.557 4.127 5.082 0.00 0.05 -0.02
H -5.523 4.066 3.578 -0.01 -0.07 -0.04
H -3.470 3.653 2.261 0.04 0.09 0.01
```
Forces are in eV/Å.

Properties
Gap between HOMO and LUMO (spin up / spin down) = 8.8 / 10.1 eV
LUMO energy (spin up / spin down) = 0.018 / 0.013 Ha
Electronic energy = -78586.6818 eV
2S+1 = 2
HOMO energy (spin up / spin down) = -8.3297 / -9.7545 eV
Expectation value of S² = 0.75